No. 1
Density functional theory data (ωB97M-V with the def2-TZVPD basis set) for C46H56BrF12N4O4PSTi as an isolated structure at a distorted geometry.

Calculated values
Electronic energy (eV): -208663.440
Frontier orbital gap (eV): 5.033
Charge: -2
E_LUMO (eV): 3.9

XYZ file:
```
126
Properties=species:S:1:pos:R:3:lowdin_charge:R:1
Ti -0.41 -0.43 1.22 0.704
C -4.29 2.50 6.12 -0.079
C -3.68 1.35 5.35 -0.296
C -3.12 0.25 5.99 -0.067
C -2.43 -0.71 5.29 -0.038
C -2.20 -0.61 3.90 -0.246
N -1.33 -1.40 3.20 -0.005
C -0.29 -2.05 3.84 -0.290
C 0.27 -1.64 5.07 -0.079
C 1.31 -2.32 5.67 -0.060
C 1.88 -3.43 5.07 -0.292
C 2.99 -4.21 5.75 -0.077
C 1.42 -3.79 3.82 0.000
C 0.37 -3.12 3.19 -0.064
C 0.02 -3.35 1.73 -0.295
O 0.11 -2.19 1.01 -0.296
C -1.42 -4.01 1.58 -0.499
F -2.25 -3.21 0.93 0.141
F -1.98 -4.37 2.74 0.154
F -1.42 -5.16 0.84 0.101
C 1.00 -4.33 1.03 -0.531
F 0.73 -4.45 -0.28 0.139
F 0.99 -5.59 1.55 0.119
F 2.27 -3.90 1.11 0.123
C -3.03 0.35 3.24 -0.075
C -3.68 1.33 3.97 0.003
C -3.31 0.15 1.76 -0.306
O -2.23 -0.09 0.97 -0.197
C -4.39 -1.02 1.70 -0.506
F -4.56 -1.50 0.45 0.131
F -4.12 -2.06 2.49 0.161
F -5.61 -0.60 2.12 0.122
C -4.01 1.37 1.06 -0.515
F -5.24 1.75 1.49 0.113
F -3.24 2.47 1.17 0.139
F -4.15 1.13 -0.26 0.132
H -3.99 2.45 7.17 0.060
H -5.38 2.49 6.08 0.065
H -3.95 3.45 5.72 0.068
H -3.22 0.16 7.07 0.098
H -2.03 -1.57 5.81 0.103
H -0.08 -0.72 5.51 0.091
H 1.71 -1.95 6.61 0.100
H 3.43 -3.61 6.55 0.061
H 3.78 -4.46 5.03 0.067
H 2.61 -5.14 6.19 0.066
H 1.90 -4.62 3.31 0.105
H -4.23 2.11 3.45 0.112
C 5.01 5.05 0.62 -0.055
C 4.89 4.05 -0.55 -0.563
C 6.15 3.19 -0.57 -0.078
C 4.81 4.83 -1.87 -0.059
C 3.63 3.21 -0.37 -0.197
C 3.64 1.84 -0.17 -0.098
C 2.46 1.15 -0.01 -0.531
Br 2.62 -0.73 0.33 0.868
C 1.17 1.72 -0.04 -0.426
O 0.08 1.00 0.01 -0.298
C 1.18 3.16 -0.15 -0.071
C 2.37 3.83 -0.33 -0.004
C -0.12 3.96 0.00 -0.516
C 0.10 5.47 -0.14 -0.085
C -0.69 3.73 1.40 -0.056
C -1.14 3.53 -1.07 -0.043
H 5.94 5.63 0.53 0.074
H 5.01 4.52 1.57 0.091
H 4.17 5.75 0.62 0.074
H 7.03 3.83 -0.72 0.074
H 6.11 2.46 -1.38 0.083
H 6.28 2.65 0.37 0.084
H 5.72 5.43 -2.02 0.073
H 3.96 5.50 -1.88 0.072
H 4.71 4.14 -2.71 0.085
H 4.56 1.28 -0.13 0.081
H 2.35 4.90 -0.44 0.082
H 0.78 5.84 0.63 0.079
H -0.86 5.98 -0.02 0.077
H 0.50 5.74 -1.13 0.078
H 0.03 4.04 2.16 0.089
H -0.90 2.68 1.58 0.029
H -1.62 4.29 1.53 0.078
H -0.72 3.67 -2.07 0.077
H -2.05 4.13 -0.98 0.083
H -1.39 2.48 -0.94 0.062
S 0.72 0.65 2.80 0.248
O 0.02 -1.15 -1.67 -0.252
P -0.24 -1.66 -3.02 0.597
N 1.12 -2.08 -3.92 -0.188
C 1.36 -3.45 -4.40 -0.207
C 2.89 -3.62 -4.38 -0.173
C 3.43 -2.19 -4.27 -0.179
C 2.38 -1.53 -3.39 -0.213
N -1.20 -3.03 -3.06 -0.193
C -2.10 -3.21 -1.91 -0.181
C -3.50 -2.77 -2.39 -0.140
C -3.38 -2.68 -3.93 -0.169
C -2.01 -3.31 -4.24 -0.217
N -0.99 -0.46 -3.94 -0.176
C -0.84 -0.29 -5.38 -0.223
C -0.87 1.23 -5.60 -0.175
C -1.70 1.72 -4.41 -0.172
C -1.18 0.85 -3.28 -0.195
H 0.97 -3.55 -5.42 0.100
H 0.87 -4.20 -3.78 0.102
H 3.25 -4.15 -5.27 0.096
H 3.19 -4.19 -3.50 0.107
H 3.45 -1.72 -5.26 0.104
H 4.42 -2.14 -3.83 0.105
H 2.38 -0.44 -3.44 0.122
H 2.53 -1.82 -2.35 0.068
H -1.74 -2.63 -1.07 0.084
H -2.09 -4.27 -1.63 0.114
H -3.77 -1.81 -1.95 0.097
H -4.25 -3.50 -2.09 0.103
H -3.36 -1.63 -4.24 0.086
H -4.19 -3.18 -4.45 0.096
H -1.55 -2.91 -5.14 0.091
H -2.11 -4.40 -4.34 0.114
H -1.68 -0.76 -5.91 0.096
H 0.09 -0.75 -5.74 0.099
H -1.31 1.49 -6.56 0.098
H 0.14 1.64 -5.55 0.109
H -2.76 1.52 -4.58 0.111
H -1.57 2.78 -4.20 0.098
H -1.87 0.76 -2.44 0.115
H -0.24 1.24 -2.88 0.113
```

No. 2
Density functional theory data (ωB97M-V with the def2-TZVPD basis set) for C33H38BaBrN5O2S4 as an isolated structure at a distorted geometry.

Calculated values
Electronic energy (eV): -160466.853
Frontier orbital gap (eV): 5.729
Charge: -2
E_LUMO (eV): 3.7
ΔE to the lowest compared entry with this formula, charge and spin (eV): 0.000

XYZ file:
```
84
Properties=species:S:1:pos:R:3:lowdin_charge:R:1
Ba 0.06 -0.54 1.80 1.489
N -0.79 2.09 5.77 0.052
C 0.00 1.66 4.75 -0.955
S 0.77 0.15 4.85 0.468
N 0.11 2.59 3.77 -0.040
N 0.51 2.10 2.61 -0.185
C 0.80 2.96 1.68 -0.149
C 1.20 2.53 0.36 -0.302
C 1.40 3.47 -0.66 -0.039
C 1.74 3.05 -1.93 -0.093
C 1.89 1.69 -2.18 -0.069
C 1.72 0.82 -1.12 -0.142
N 1.39 1.22 0.11 -0.025
H -1.06 1.38 6.43 0.045
H -1.53 2.73 5.50 0.051
H 0.74 4.02 1.91 0.110
H 1.26 4.53 -0.45 0.105
H 1.87 3.77 -2.73 0.099
H 2.13 1.30 -3.17 0.097
H 1.84 -0.25 -1.25 0.100
C -2.07 -0.01 -6.69 -0.080
C -1.30 -1.09 -5.93 -0.567
C -1.92 -2.45 -6.28 -0.062
C 0.16 -1.08 -6.42 -0.060
C -1.33 -0.87 -4.41 -0.199
C -0.72 -1.80 -3.56 -0.109
C -0.73 -1.59 -2.20 -0.580
Br 0.10 -2.85 -1.05 0.748
C -1.31 -0.46 -1.56 -0.443
O -1.22 -0.33 -0.28 -0.464
C -1.95 0.47 -2.43 -0.084
C -1.93 0.23 -3.81 -0.008
C -2.70 1.73 -1.95 -0.522
C -2.19 2.96 -2.72 -0.056
C -2.57 2.05 -0.46 -0.067
C -4.20 1.55 -2.25 -0.053
H -2.02 -0.21 -7.76 0.076
H -1.64 0.98 -6.51 0.083
H -3.12 0.01 -6.39 0.086
H -1.93 -2.61 -7.37 0.075
H -2.95 -2.51 -5.91 0.088
H -1.36 -3.28 -5.83 0.074
H 0.21 -1.27 -7.50 0.076
H 0.76 -1.84 -5.91 0.076
H 0.62 -0.10 -6.22 0.084
H -0.23 -2.68 -3.96 0.094
H -2.42 0.96 -4.45 0.084
H -1.10 3.05 -2.59 0.071
H -2.66 3.87 -2.31 0.080
H -2.41 2.92 -3.79 0.067
H -1.53 2.23 -0.17 0.072
H -2.96 1.26 0.18 0.047
H -3.14 2.97 -0.25 0.087
H -4.37 1.36 -3.31 0.069
H -4.75 2.45 -1.96 0.080
H -4.60 0.70 -1.68 0.092
C 3.41 1.11 2.72 -0.059
C 3.95 -0.26 3.04 -0.334
C 5.29 -0.40 3.51 -0.036
C 5.75 -1.64 3.82 -0.039
C 4.91 -2.76 3.69 -0.180
C 5.35 -4.06 4.05 -0.093
C 4.47 -5.11 3.93 -0.124
C 3.16 -4.90 3.47 -0.154
C 2.67 -3.65 3.10 -0.691
S 1.05 -3.47 2.53 0.351
C 3.59 -2.54 3.21 -0.228
N 3.15 -1.29 2.88 0.108
H 4.05 1.89 3.15 0.079
H 2.41 1.21 3.14 -0.011
H 3.35 1.26 1.64 0.067
H 5.90 0.48 3.62 0.097
H 6.77 -1.79 4.18 0.104
H 6.36 -4.19 4.41 0.089
H 4.78 -6.11 4.21 0.087
H 2.48 -5.75 3.40 0.079
C -4.13 -1.49 5.69 -0.171
O -3.75 -0.77 4.53 -0.274
C -3.66 0.58 4.59 -1.386
S -4.08 1.38 6.02 0.450
S -3.08 1.29 3.18 0.499
H -4.13 -2.53 5.40 0.081
H -5.12 -1.18 6.03 0.054
H -3.43 -1.32 6.50 0.065
```

No. 3
Density functional theory data (ωB97M-V with the def2-TZVPD basis set) for C19H23F5NPSSr as an isolated structure at a distorted geometry.

Calculated values
Electronic energy (eV): -56108.400
Frontier orbital gap (eV): 4.727
E_LUMO (eV): -1.2
ΔE to the lowest compared entry with this formula, charge and spin (eV): 0.316

XYZ file:
```
51
Properties=species:S:1:pos:R:3:nbo_charge:R:1
C 0.84 3.37 -3.02 -0.249
C -0.47 2.87 -3.00 -0.214
C -0.73 1.65 -2.29 -0.124
C 0.32 1.04 -1.66 -0.423
C 1.60 1.53 -1.64 0.001
C 1.88 2.72 -2.35 -0.236
C -2.12 1.07 -2.15 -0.435
C -2.16 -0.10 -1.12 -0.331
N -1.77 -1.50 -1.57 -0.596
Sr -0.85 -1.81 0.51 1.760
C 2.64 0.79 -0.86 -0.742
P 1.94 -0.79 -0.26 0.743
H -1.28 3.42 -3.49 0.193
H 2.90 3.10 -2.39 0.193
H 1.06 4.29 -3.57 0.204
H 2.94 1.36 0.03 0.239
H 3.52 0.59 -1.46 0.216
H -2.79 1.84 -1.73 0.235
H -2.59 0.76 -3.09 0.201
H -1.39 0.21 -0.36 0.248
C 3.46 -1.47 0.53 -0.963
C 2.05 -1.74 -1.82 -0.959
H -3.13 -0.12 -0.60 0.192
C -1.38 -1.62 -3.02 -0.403
C -2.87 -2.49 -1.32 -0.451
H 0.58 -2.75 2.57 0.043
H -1.94 -2.43 -3.50 0.182
H -1.60 -0.74 -3.63 0.229
H -0.32 -1.90 -3.11 0.214
H -3.27 -2.86 -2.28 0.234
H -2.44 -3.37 -0.80 0.151
H -3.69 -2.01 -0.76 0.222
H 3.07 -1.70 -2.20 0.226
H 1.76 -2.78 -1.66 0.200
H 1.38 -1.31 -2.57 0.253
H 4.32 -1.44 -0.17 0.216
H 3.70 -0.88 1.43 0.236
H 3.28 -2.51 0.84 0.214
H 0.40 -3.51 2.22 -0.034
F -0.01 0.48 7.29 -0.295
C -0.32 0.71 6.00 0.220
C -0.13 1.97 5.44 0.283
F 0.34 2.97 6.23 -0.296
C -0.39 2.19 4.10 0.301
F -0.31 3.45 3.62 -0.294
C -0.76 1.14 3.22 -0.281
S -0.84 1.39 1.56 -0.368
C -1.02 -0.10 3.84 0.240
F -1.46 -1.15 3.04 -0.390
C -0.84 -0.32 5.19 0.310
F -1.10 -1.51 5.77 -0.314
```

No. 4
Density functional theory data (ωB97M-V with the def2-TZVPD basis set) for one molecule with the formula C22H16N2O4S at a distorted geometry.

Calculated values
Electronic energy (eV): -45077.769
Frontier orbital gap (eV): 7.754
E_LUMO (eV): -0.3
ΔE to the lowest compared entry with this formula, charge and spin (eV): 1.074

XYZ file:
```
45
Properties=species:S:1:pos:R:3:nbo_charge:R:1
C 5.77 -3.94 -1.01 -0.254
O 4.72 -3.33 -0.24 -0.503
C 4.00 -2.32 -0.83 0.295
C 4.44 -1.53 -1.91 -0.273
C 3.57 -0.53 -2.43 -0.205
C 2.30 -0.36 -1.87 -0.204
C 1.84 -1.16 -0.78 -0.003
C 2.73 -2.12 -0.28 -0.224
C 0.51 -0.92 -0.22 0.224
N -0.05 -2.00 0.35 -0.491
C -1.27 -1.96 0.90 0.569
O -1.78 -3.10 1.45 -0.485
C -0.85 -4.22 1.52 -0.265
C -2.05 -0.77 0.87 -0.258
C -3.40 -0.77 1.32 0.294
N -4.50 -0.70 1.66 -0.298
C -1.48 0.37 0.33 0.085
C -2.25 1.66 0.41 -0.070
C -3.03 2.06 -0.68 -0.199
C -3.74 3.27 -0.65 -0.269
C -3.57 4.13 0.40 0.295
C -2.74 3.78 1.43 0.231
C -2.11 2.55 1.49 -0.242
O -2.70 4.80 2.32 -0.477
C -3.70 5.75 1.91 0.233
O -4.22 5.29 0.66 -0.485
C -0.23 0.29 -0.29 -0.080
C 0.39 1.42 -1.07 -0.541
S 1.24 0.83 -2.60 0.269
H 6.62 -3.27 -1.14 0.175
H 6.08 -4.88 -0.52 0.204
H 5.37 -4.19 -1.99 0.180
H 5.43 -1.68 -2.33 0.223
H 3.94 0.07 -3.23 0.226
H 2.45 -2.77 0.52 0.239
H -0.39 -4.43 0.53 0.202
H 0.00 -4.04 2.23 0.188
H -1.37 -5.14 1.86 0.202
H -3.18 1.46 -1.57 0.224
H -4.37 3.51 -1.47 0.226
H -1.43 2.29 2.31 0.233
H -3.25 6.74 1.82 0.169
H -4.54 5.76 2.64 0.164
H -0.34 2.17 -1.37 0.251
H 1.11 1.92 -0.44 0.226
```

No. 5
Density functional theory data (ωB97M-V with the def2-TZVPD basis set) for C4H8O2 as an isolated structure.

Calculated values
Electronic energy (eV): -8369.267
Frontier orbital gap (eV): 9.824
E_LUMO (eV): 0.9
ΔE to the lowest compared entry with this formula, charge and spin (eV): 4.015

XYZ file:
```
14
Properties=species:S:1:pos:R:3:nbo_charge:R:1
C -1.70 -0.42 -0.39 -0.797
C -0.31 -0.20 -0.56 0.153
O -0.41 1.52 0.26 -0.934
C 0.72 -0.84 0.33 -0.568
C 1.87 0.12 0.60 0.462
O 2.83 0.21 -0.12 -0.522
H -1.47 0.86 0.14 0.457
H -2.34 -0.36 -1.27 0.231
H -2.01 -1.12 0.38 0.223
H 0.07 0.14 -1.53 0.213
H -0.36 2.23 -0.40 0.475
H 1.12 -1.71 -0.20 0.252
H 0.26 -1.16 1.26 0.226
H 1.74 0.76 1.49 0.130
```

No. 6
Density functional theory data (ωB97M-V with the def2-TZVPD basis set) for an isolated ion of composition H2O5P2 and charge -2 at a distorted geometry.

Calculated values
Electronic energy (eV): -28850.438
Frontier orbital gap (eV): 6.131
Charge: -2
E_LUMO (eV): 7.3
ΔE to the lowest compared entry with this formula, charge and spin (eV): 2.145

XYZ file:
```
9
Properties=species:S:1:pos:R:3:nbo_charge:R:1
O -0.60 -1.72 -0.97 -1.241
P -1.50 -0.74 -0.16 0.860
O -1.45 0.72 -1.07 -1.058
P -0.05 0.21 1.46 1.948
O 0.37 1.66 1.05 -1.216
O -0.43 -0.04 2.87 -1.214
O 1.17 -0.84 1.06 -1.085
H -0.69 1.01 -0.58 0.489
H 0.72 -1.56 0.46 0.517
```

Question: What is the frontier orbital gap in the third record?
Answer: 4.727 eV

Question: Which of these has the highest electronic energy?
Answer: C4H8O2